Computed, not measured: a 7-piece molecular cluster, C37H66N12O3 overall in a non-equilibrium geometry, with the ωB97M-V functional and the def2-TZVPD basis.

The HOMO energy comes out at -14.9 eV. The energy above the lowest of the compared OMol25 structures with the same formula, charge and spin comes out at 353.9 kJ/mol. The total charge is +4. The total energy comes out at -63426.2014 eV. The calculation puts the LUMO energy at -0.296 Ha.

Element x y z (Å)
O  0.04  0.16  -1.43
O  -0.48  0.86  0.44
O  1.16  -0.52  0.22
N  3.35  2.09  2.87
N  -3.25  -3.02  3.05
N  1.59  5.00  -1.59
N  -0.29  -3.85  0.65
N  4.61  -0.10  -2.91
N  -5.66  0.56  -1.94
N  -3.56  0.87  -2.71
N  -1.54  -1.56  3.21
N  -1.55  -3.38  -1.09
N  3.74  -0.02  3.21
N  -0.29  4.39  -0.51
N  4.38  -1.70  -1.44
C  -7.09  0.37  -1.84
C  -3.93  -4.32  3.28
C  4.32  1.00  -3.87
C  4.44  2.32  -3.15
C  3.74  5.78  -0.62
C  5.62  -1.86  -1.96
C  2.06  4.01  3.43
C  4.71  0.59  3.92
C  2.80  3.32  2.27
C  -2.41  0.95  -3.62
C  0.86  -3.99  1.51
C  -3.53  1.02  -1.35
C  -4.89  0.69  -3.08
C  -0.28  -0.98  3.43
C  5.79  -0.83  -2.89
C  2.88  0.88  2.62
C  3.56  -1.48  3.21
C  -7.33  -1.11  -2.24
C  -1.46  -4.47  0.86
C  -5.23  -4.12  4.19
C  -0.36  -3.11  -0.47
C  0.64  5.43  -0.69
C  3.79  -0.62  -2.00
C  -2.12  -2.69  3.77
C  -2.27  -4.14  -0.22
C  4.49  1.99  3.68
C  3.74  -2.57  -0.50
C  -1.92  -2.92  -2.40
C  -2.37  -1.20  2.21
C  -1.83  -3.97  -3.46
C  2.73  5.72  -1.85
C  0.10  3.37  -1.45
C  -4.78  0.82  -0.88
C  -3.47  -2.11  2.14
C  0.26  0.20  -0.27
C  1.22  3.76  -2.19
C  -1.46  4.14  0.40
H  1.79  -4.10  0.95
H  -7.47  0.75  -0.89
H  -8.39  -1.31  -2.06
H  -4.19  -4.84  2.36
H  -5.13  0.81  0.14
H  3.25  5.27  -2.70
H  1.36  4.65  2.89
H  3.76  2.25  -2.30
H  4.53  -1.91  2.99
H  2.59  4.59  4.18
H  4.88  0.86  -4.80
H  2.79  -0.35  -1.69
H  2.05  0.56  2.01
H  4.36  -3.43  -0.25
H  3.32  6.51  0.07
H  4.70  6.24  -0.86
H  -1.26  3.34  1.11
H  -3.25  -4.51  -0.49
H  -6.89  -1.87  -1.59
H  -0.89  -4.53  -3.44
H  -2.23  -0.27  1.67
H  -7.01  -1.29  -3.27
H  0.89  -3.10  2.15
H  3.62  3.88  1.81
H  0.38  -1.03  2.56
H  3.48  -2.00  0.40
H  3.87  4.83  -0.09
H  3.32  -1.77  4.23
H  -2.59  -4.74  -3.34
H  6.50  -0.55  -3.65
H  -5.24  -3.45  5.04
H  -2.04  -3.54  -4.44
H  -1.17  -2.18  -2.68
H  2.77  -1.65  2.48
H  0.39  -2.48  -0.94
H  -2.58  1.18  -0.85
H  6.33  -2.58  -1.56
H  -2.48  0.22  -4.43
H  -0.43  0.07  3.64
H  4.14  3.07  -3.88
H  0.64  6.32  -0.09
H  -5.27  0.55  -4.08
H  -2.37  3.96  -0.17
H  2.82  -2.91  -0.97
H  5.44  0.03  4.50
H  -4.38  -2.19  1.56
H  -7.51  1.13  -2.51
H  -5.50  -5.09  4.62
H  2.06  3.03  1.52
H  -1.67  5.06  0.95
H  1.42  3.30  3.93
H  -3.19  -4.95  3.77
H  -1.68  -5.10  1.71
H  3.36  0.72  -4.29
H  -1.41  1.09  -3.20
H  -2.93  -2.51  -2.31
H  5.03  2.86  4.02
H  -2.38  1.87  -4.22
H  5.43  2.54  -2.72
H  2.33  6.68  -2.18
H  0.32  -1.46  4.21
H  0.74  -4.83  2.19
H  -1.70  -3.32  4.54
H  1.76  3.24  -2.97
H  -5.92  -3.75  3.43
H  -0.50  2.48  -1.63